(1)
{
  "formula": "C3H11N9O",
  "method": "wB97M-V/def2-TZVPD",
  "elements": ["C", "C", "C", "N", "N", "N", "N", "N", "N", "N", "N", "N", "O", "H", "H", "H", "H", "H", "H", "H", "H", "H", "H", "H"],
  "coordinates": [[-0.5152, 2.6000, -0.4022], [-1.0282, 1.6240, -1.2431], [-0.0160, 2.1154, 0.8775], [-0.9982, 0.3096, -0.9875], [0.3311, 0.7256, 0.8958], [0.1878, -0.1428, -0.2221], [-2.5379, -1.3837, -1.6219], [1.1541, -0.2275, 3.0244], [2.1377, -1.4661, -0.5552], [-1.4829, -0.5601, -2.0109], [0.1272, -0.0476, 2.1129], [1.2479, -0.4146, -1.0212], [0.0947, 2.7614, 1.9293], [-0.6342, 3.6594, -0.5830], [-1.8113, 1.7841, -2.0091], [-2.3943, -1.9858, -0.9161], [-3.3018, -0.7715, -1.4525], [1.8976, -0.8414, 2.6668], [1.6151, 0.6865, 3.3886], [1.7760, -2.4104, -1.0384], [1.9655, -1.5891, 0.4339], [-0.7502, -1.1251, -2.4754], [-0.6238, 0.3929, 2.6186], [1.8772, 0.3802, -1.3156]],
  "atomic_forces_ev_per_a": [[-0.2, -1.6, -0.9], [-1.3, 2.1, 0.4], [0.8, 0.1, 1.2], [2.1, -2.2, -0.1], [0.4, -0.7, 0.7], [-2.2, 0.6, 0.5], [-0.5, 2.3, -3.5], [2.1, 1.8, 0.8], [-1.8, -2.0, -1.8], [0.6, 0.1, 0.2], [-0.5, 0.4, -0.8], [2.2, 0.7, -1.2], [-0.3, -1.0, -1.6], [-0.1, -0.2, 0.1], [1.0, 0.5, 0.1], [1.0, -2.3, 3.3], [-0.8, 0.1, 0.2], [-0.7, 0.4, 0.1], [-1.1, -1.8, -1.1], [1.0, 2.7, 1.5], [0.0, 0.0, 0.2], [-0.3, 0.8, 0.8], [-0.2, 0.2, 0.1], [-1.1, -0.8, 0.8]],
  "mulliken_charge": [-0.963, 0.032, 0.592, 0.293, 0.464, -0.082, -0.485, -0.608, -0.704, -0.521, -0.369, -0.242, -0.637, 0.425, 0.390, 0.218, 0.249, 0.247, 0.259, 0.285, 0.237, 0.307, 0.301, 0.312],
  "e_homo_ev": -8.75,
  "e_lumo_ev": 0.4876,
  "smiles": "NNN1C=CC(=O)N(NN)N1NN",
  "gap_ev": 9.2,
  "charge": 0,
  "de_lowest_kcal_mol": 35.9,
  "largest_force_ha_per_bohr": 0.08150
}

(2)
{
  "formula": "C3H11NO",
  "method": "wB97M-V/def2-TZVPD",
  "elements": ["C", "N", "H", "H", "H", "H", "H", "H", "C", "O", "C", "H", "H", "H", "H", "H"],
  "coordinates": [[-1.6341, -0.5640, 0.1744], [2.0362, -1.3296, 0.8594], [-1.1538, 0.0383, 0.9738], [-2.7428, -0.6756, 0.3401], [-1.3694, -1.6117, 0.1743], [1.0237, -1.3835, 0.8226], [2.4641, -2.2186, 0.4463], [2.1974, -1.5705, 1.9479], [-0.2595, 0.8372, -1.3586], [-1.4607, 0.0911, -0.9999], [0.1422, 1.6430, -0.1601], [-0.7040, 1.4083, -2.2218], [0.4915, 0.1958, -1.6413], [0.9498, 2.3750, -0.3662], [0.7725, 0.8738, 0.4387], [-0.7531, 1.8910, 0.5704]],
  "atomic_forces_ev_per_a": [[-1.1, 0.1, 1.6], [1.6, -2.3, 3.1], [-0.5, -1.0, 0.2], [0.9, 0.7, 0.1], [1.1, -0.5, 0.0], [-0.1, -0.4, -0.5], [-1.2, 1.6, 0.3], [-0.3, 1.0, -3.0], [-4.1, 1.6, 0.6], [-0.1, 0.4, -2.5], [1.2, -1.3, 2.5], [1.1, -0.3, 0.7], [1.9, -1.5, -0.9], [-1.1, 0.2, 0.1], [-1.0, 1.3, -0.5], [1.9, 0.3, -1.9]],
  "mulliken_charge": [-0.669, -0.686, 0.350, 0.201, 0.217, 0.153, 0.283, 0.266, -0.159, -0.394, -0.890, 0.240, 0.333, 0.317, 0.142, 0.295],
  "e_homo_ev": -9.55,
  "e_lumo_ev": 0.9061,
  "smiles": "CCOC.N",
  "gap_ev": 10.5,
  "charge": 0,
  "de_lowest_kcal_mol": 51.2,
  "largest_force_ha_per_bohr": 0.08673
}

(3)
{
  "formula": "C3H11NO",
  "method": "wB97M-V/def2-TZVPD",
  "elements": ["C", "C", "N", "C", "H", "H", "H", "H", "H", "H", "H", "H", "H", "H", "H", "O"],
  "coordinates": [[-0.5448, -0.7289, -1.8356], [-0.9792, 0.0008, -0.5405], [-0.0953, 1.0301, -0.0260], [1.3272, 0.7226, -0.0871], [-0.9791, -1.7061, -1.9436], [0.5476, -0.8024, -2.0649], [-0.8199, -0.0992, -2.6900], [-1.3621, -0.6197, 0.2721], [-1.8985, 0.4939, -0.9478], [-0.2733, 1.2814, 0.9407], [1.5931, 0.6102, -1.1294], [1.8547, 1.6195, 0.2751], [1.6829, -0.1506, 0.4813], [0.5728, 0.0115, 3.2466], [-0.3365, -1.2543, 2.8006], [-0.2895, -0.4089, 3.2486]],
  "atomic_forces_ev_per_a": [[1.6, 1.0, -0.5], [-1.5, 0.5, -0.8], [1.0, 0.1, 0.0], [0.1, 0.8, 0.0], [-0.3, -0.3, 0.0], [-0.7, -0.4, 0.9], [-0.5, -0.2, 0.1], [0.3, -0.7, -0.1], [0.4, 0.0, 0.9], [-0.7, -0.2, -0.3], [0.4, -0.1, -0.1], [0.0, -0.4, 0.0], [-0.2, -0.1, 0.0], [0.2, -0.6, -0.3], [0.7, 0.1, -0.1], [-0.9, 0.6, 0.5]],
  "mulliken_charge": [-1.063, -0.241, -0.361, -0.963, 0.319, 0.308, 0.292, 0.266, 0.218, 0.276, 0.342, 0.348, 0.268, 0.313, 0.315, -0.640],
  "e_homo_ev": -8.55,
  "e_lumo_ev": 0.7851,
  "smiles": "CCNC.O",
  "gap_ev": 9.3,
  "charge": 0,
  "de_lowest_kcal_mol": 28.5,
  "largest_force_ha_per_bohr": 0.03760
}

(4)
{
  "formula": "C3H11NO",
  "method": "wB97M-V/def2-TZVPD",
  "elements": ["C", "C", "C", "H", "H", "H", "H", "H", "H", "H", "H", "H", "H", "H", "N", "O"],
  "coordinates": [[-2.5439, -0.5788, 0.0528], [-1.3341, 0.2496, -0.3691], [-0.0256, 0.0766, 0.4405], [3.6020, -1.0305, -0.8408], [3.9404, 0.2892, -0.2238], [-3.3004, -0.5683, -0.7113], [-3.1062, -0.2292, 0.9380], [-2.2683, -1.6447, 0.1591], [-1.5578, 1.3341, -0.4055], [-1.1145, -0.0040, -1.4599], [0.2484, -0.9741, 0.4968], [-0.2677, 0.4048, 1.4881], [1.9177, 0.5428, -0.0403], [1.1158, 1.7781, 0.5223], [1.0137, 0.9637, -0.0786], [3.6805, -0.6092, 0.0315]],
  "atomic_forces_ev_per_a": [[0.0, -0.3, 0.5], [0.5, 0.2, -1.5], [-1.5, 1.0, 1.0], [0.0, -0.1, 0.4], [0.1, -0.2, 0.3], [-0.2, 0.1, -0.6], [0.7, -0.2, 0.0], [-0.1, 0.4, 0.3], [0.0, -0.5, 0.2], [-0.1, 0.2, 1.3], [0.3, 0.0, -0.2], [0.1, -0.6, -0.6], [0.4, -0.7, 0.0], [-0.3, -0.1, -0.2], [0.0, 0.4, 0.0], [0.1, 0.3, -0.8]],
  "mulliken_charge": [-1.089, -0.344, -0.424, 0.339, 0.339, 0.340, 0.301, 0.281, 0.245, 0.241, 0.373, 0.230, 0.239, 0.237, -0.616, -0.692],
  "e_homo_ev": -9.08,
  "e_lumo_ev": 0.8200,
  "smiles": "CCCN.O",
  "gap_ev": 9.9,
  "charge": 0,
  "de_lowest_kcal_mol": 13.7,
  "largest_force_ha_per_bohr": 0.04000
}